An isolated molecule of C15H24N2O5S2 at a distorted geometry. Source: OMol25; level of theory: ωB97M-V/def2-TZVPD.

**Energy above the lowest of the compared OMol25 structures with the same formula, charge and spin**: 45.4 kJ/mol
**E_HOMO**: -9.441 eV
**Orbital gap**: 0.348 hartree

CARTESIAN COORDINATES (ANGSTROEM)
C: -4.078058 -1.157305 2.182366
C: -4.991475 -0.141829 1.495463
N: -4.665555 0.115347 0.114808
C: -5.179264 -0.706950 -0.951007
C: -4.489524 -2.063667 -1.096170
S: -3.693103 1.393912 -0.246958
O: -3.815007 2.373124 0.791596
O: -3.934103 1.780310 -1.606040
C: -2.026013 0.717176 -0.167827
C: -1.300156 0.836234 1.002665
C: -0.035737 0.271202 1.075135
C: 0.464032 -0.397060 -0.026258
S: 2.123066 -1.081882 0.031340
O: 2.171955 -2.251093 -0.793837
O: 2.536368 -1.159472 1.397078
N: 3.054699 0.046166 -0.735862
C: 3.215098 1.363282 -0.170771
C: 4.694542 1.819624 -0.072657
C: 5.584198 1.249767 -1.186749
C: 6.063068 -0.082293 -0.593771
C: 5.754547 0.053866 0.910900
O: 5.296637 1.381556 1.118484
C: -0.256747 -0.508628 -1.200840
C: -1.520107 0.056199 -1.272390
H: -4.319800 -1.196836 3.241482
H: -4.204994 -2.151711 1.765149
H: -3.035833 -0.868538 2.074020
H: -4.911765 0.820823 2.004418
H: -6.031784 -0.478567 1.550851
H: -6.254745 -0.854453 -0.798793
H: -5.040953 -0.120204 -1.860478
H: -4.781572 -2.516363 -2.040307
H: -3.408624 -1.948261 -1.083041
H: -4.777476 -2.738042 -0.294574
H: -1.730539 1.381138 1.828243
H: 0.563027 0.323258 1.970776
H: 2.999585 -0.014887 -1.737313
H: 2.636530 2.105813 -0.733316
H: 2.829219 1.312279 0.849156
H: 4.703865 2.913850 -0.039097
H: 6.427735 1.921806 -1.345026
H: 5.050882 1.131912 -2.126382
H: 5.513935 -0.922134 -1.014299
H: 7.126275 -0.234691 -0.770273
H: 6.634766 -0.078451 1.542867
H: 4.979732 -0.657224 1.217863
H: 0.173180 -1.049882 -2.029116
H: -2.114012 0.011774 -2.171529

Cartesian forces (eV/Å) of the 3 atoms listed first:
-0.220 0.106 -0.091
0.162 -0.013 0.671
0.410 1.024 -0.267

Partial atomic charges computed with the Löwdin method, in multiples of e:
1 C -0.06
2 C -0.24
3 N -0.26
4 C -0.24
5 C -0.07
6 S 0.67
7 O -0.28
8 O -0.28
9 C -0.25
10 C -0.05
11 C -0.04
12 C -0.26
13 S 0.63
14 O -0.28
15 O -0.27
16 N -0.13
17 C -0.16
18 C -0.32
19 C -0.12
20 C -0.14
21 C -0.18
22 O -0.10
23 C -0.04
24 C -0.05
25 H 0.08
26 H 0.06
27 H 0.06
28 H 0.11
29 H 0.13
30 H 0.12
31 H 0.10
32 H 0.08
33 H 0.06
34 H 0.06
35 H 0.12
36 H 0.12
37 H 0.12
38 H 0.13
39 H 0.12
40 H 0.15
41 H 0.11
42 H 0.11
43 H 0.10
44 H 0.11
45 H 0.12
46 H 0.10
47 H 0.12
48 H 0.12

***

A cluster of 2 separate species, C5H14S in total at a distorted geometry. Source: OMol25; level of theory: ωB97M-V/def2-TZVPD.

**Energy above the lowest of the compared OMol25 structures with the same formula, charge and spin**: 200.2 kJ/mol
**E_HOMO**: -9.002 eV
**Orbital gap**: 0.358 hartree

CARTESIAN COORDINATES (ANGSTROEM)
C: 0.493161 1.406110 0.689903
C: 0.432687 0.558323 2.010774
C: 1.777694 0.031944 2.450014
H: 1.411241 1.997349 0.769726
H: 0.725461 0.632551 -0.055667
H: -0.336005 1.852327 0.159443
H: -0.022754 1.294227 2.659677
H: -0.200051 -0.282396 1.709726
H: 1.694561 -0.729239 3.229105
H: 2.480751 0.816982 2.749974
H: 2.324809 -0.497367 1.654803
C: -1.157880 0.236070 -2.432028
C: -1.354168 -1.282727 -2.304040
S: -0.980445 -1.614771 -0.479261
H: -1.859137 0.804658 -1.833055
H: -0.117197 0.507103 -2.304922
H: -1.339201 0.278856 -3.517752
H: -0.751479 -1.894554 -2.967627
H: -2.398674 -1.475163 -2.569061
H: -0.823374 -2.640282 0.380267

Cartesian forces (eV/Å) of the 3 atoms listed first:
2.324 -2.238 -0.566
-1.003 1.123 -1.947
0.802 -0.163 -0.266

Partial atomic charges computed with the Löwdin method, in multiples of e:
1 C -0.14
2 C -0.32
3 C -0.13
4 H 0.07
5 H 0.01
6 H 0.06
7 H 0.09
8 H 0.04
9 H 0.07
10 H 0.07
11 H 0.07
12 C -0.19
13 C -0.54
14 S 0.67
15 H 0.07
16 H 0.06
17 H 0.08
18 H 0.06
19 H 0.06
20 H -0.17

***

An isolated molecule of C7H7F3O2P2S at a distorted geometry. Source: OMol25; level of theory: ωB97M-V/def2-TZVPD.

**Energy above the lowest of the compared OMol25 structures with the same formula, charge and spin**: 27.5 kJ/mol
**E_HOMO**: -9.082 eV
**Orbital gap**: 0.337 hartree

CARTESIAN COORDINATES (ANGSTROEM)
C: 1.340989 -0.420498 -2.401564
C: 0.714088 0.806753 -2.137556
C: 1.876861 -1.111011 -1.342831
C: 0.615385 1.365493 -0.891696
C: 1.703157 -0.581286 -0.032943
C: 1.037267 0.611960 0.217264
C: -2.487924 0.489393 0.448037
O: -1.986226 -2.124189 -0.142457
O: -1.080632 -1.184042 1.788992
F: -2.471225 1.099751 -0.768384
F: -2.230981 1.408030 1.410445
F: -3.716565 0.060940 0.620837
P: 0.218638 -0.799293 2.822471
P: 0.755370 1.203437 2.012486
S: -1.226978 -0.983140 0.193415
H: 1.277644 -0.748019 -3.520192
H: 0.137989 1.336808 -3.012830
H: 2.296842 -2.106932 -1.360676
H: -0.083008 2.165816 -0.786380
H: 1.811891 -1.325181 0.702017
H: 2.020455 1.090428 2.439393
H: -0.523037 -0.255219 3.742154

Cartesian forces (eV/Å) of the 3 atoms listed first:
-0.559 0.425 -2.388
-1.168 0.739 -2.634
-0.318 0.338 1.511

Partial atomic charges computed with the Löwdin method, in multiples of e:
1 C -0.09
2 C -0.11
3 C -0.08
4 C -0.16
5 C -0.19
6 C -0.55
7 C -0.68
8 O -0.37
9 O -0.71
10 F 0.07
11 F 0.07
12 F 0.15
13 P 0.71
14 P 0.74
15 S 0.92
16 H 0.14
17 H 0.15
18 H 0.11
19 H 0.09
20 H 0.05
21 H -0.14
22 H -0.15

***

A cluster of 2 separate species, C3H12N2S in total at a distorted geometry. Source: OMol25; level of theory: ωB97M-V/def2-TZVPD.

**Energy above the lowest of the compared OMol25 structures with the same formula, charge and spin**: 171.0 kJ/mol
**Net charge**: -1
**Multiplicity**: 2
**E_HOMO (spin up / spin down)**: 1.281 / -5.262 eV
**Orbital gap (spin up / spin down)**: 0.075 / 0.326 hartree

CARTESIAN COORDINATES (ANGSTROEM)
C: -0.100513 -3.945465 1.747454
S: -0.166648 -2.635901 3.046189
C: 0.245755 -1.265105 2.013130
H: -0.679397 -4.751956 2.086937
H: 0.906709 -4.231125 1.680824
H: -0.460571 -3.417483 0.858519
H: -0.207454 -1.261664 0.965387
H: -0.187288 -0.467655 2.446642
H: 1.278444 -1.130605 1.678052
N: 1.121735 3.698425 -3.587354
C: 0.140207 2.809287 -3.027079
N: -1.092077 3.569148 -2.694589
H: 0.971192 4.118616 -4.479255
H: 1.620833 4.317536 -2.897879
H: -0.195750 2.282833 -4.028406
H: 0.543180 2.306515 -2.176696
H: -1.197016 4.166670 -1.773830
H: -1.646816 3.777422 -3.526748

Cartesian forces (eV/Å) of the 3 atoms listed first:
-0.252 2.360 0.539
-0.165 -0.963 -0.102
0.899 -1.648 -3.672

Partial atomic charges computed with the Löwdin method, in multiples of e:
1 C -0.41
2 S 0.41
3 C -0.59
4 H -0.01
5 H 0.00
6 H 0.02
7 H 0.01
8 H -0.07
9 H 0.00
10 N -0.08
11 C -0.52
12 N -0.10
13 H 0.02
14 H 0.06
15 H 0.12
16 H 0.04
17 H 0.08
18 H 0.02

***

A cluster of 40 separate species, H80O40 in total at a distorted geometry. Source: OMol25; level of theory: ωB97M-V/def2-TZVPD.

**Energy above the lowest of the compared OMol25 structures with the same formula, charge and spin**: 640.5 kJ/mol
**E_HOMO**: -10.096 eV
**Orbital gap**: 0.357 hartree

CARTESIAN COORDINATES (ANGSTROEM)
H: 3.337445 -5.336073 -2.437835
H: 2.868448 -3.940272 -2.533451
O: 2.613724 -4.774963 -2.143635
H: -1.449559 1.517507 -1.287368
H: -1.022770 1.008171 -0.005773
O: -0.892632 0.797893 -0.915351
H: -3.821636 -1.364405 1.795457
H: -2.339342 -0.969681 2.197572
O: -3.103937 -0.742021 1.667271
H: -2.001687 -0.788795 -0.930890
H: -1.635079 -1.689263 0.200909
O: -1.970234 -1.738527 -0.708498
H: -0.149655 -0.182976 -2.523804
H: -0.769113 -0.780962 -3.898876
O: -0.023398 -0.356097 -3.464228
H: -2.648294 -2.535335 4.623739
O: -3.164406 -2.019790 5.270305
H: 2.281465 -3.377414 0.727123
O: 2.432698 -3.195280 1.662941
H: -2.929078 4.062664 4.392173
H: -3.178311 3.362499 3.213623
O: -3.645060 3.981283 3.746041
H: 1.725056 -0.429062 -0.962020
H: 2.278414 0.932493 -0.525749
O: 2.383259 -0.040952 -0.383940
H: 1.220606 -2.616338 -1.741070
H: 1.429992 -1.501367 -2.773376
O: 1.879209 -1.988121 -2.071467
H: 1.623393 -4.935714 2.033073
H: 2.030976 -5.654547 0.666135
O: 1.632365 -5.747019 1.519833
H: -2.607618 -2.993691 -3.786034
O: -2.365068 -2.597424 -4.637178
H: -3.354800 -2.246251 -1.776587
H: -4.736498 -2.481029 -1.288565
O: -4.204173 -2.619128 -2.083016
H: 0.624266 5.591450 -0.143772
H: 2.034187 5.829235 0.126638
O: 1.310211 6.221829 -0.369647
H: -2.870463 3.065446 1.170539
H: -2.106342 3.655979 -0.171165
O: -2.540691 2.944704 0.292620
H: -2.226002 0.882836 3.422816
H: -3.459965 1.374775 4.199682
O: -3.060876 1.357696 3.322494
H: 3.975590 -1.241883 -0.715399
H: 4.058550 -1.595507 0.822937
O: 4.536622 -1.521790 0.019177
H: 1.798113 3.210094 0.904666
H: 0.466247 3.885907 0.707740
O: 1.275426 3.962262 1.217242
H: -3.848897 0.564484 0.205171
O: -4.223555 0.665000 -0.682078
H: 3.366472 3.112842 -0.304307
H: 2.669820 2.805917 -1.600226
O: 2.601126 2.627330 -0.651033
H: -5.741919 2.586443 1.434621
O: -6.063999 1.751224 1.796476
H: 1.102468 -3.786843 4.594806
H: 0.676766 -4.083517 3.330800
O: 0.309863 -3.595716 4.080715
H: 5.536612 3.916168 -0.248434
H: 4.595908 4.633866 -1.137549
O: 4.650631 4.296103 -0.230733
H: 1.247312 -2.125433 -5.627538
H: 2.668542 -2.637978 -5.698982
O: 2.139548 -1.931666 -5.318133
H: 0.053913 -2.120295 1.344682
H: 0.487091 -0.692206 1.102305
O: -0.283997 -1.214590 1.311427
H: -0.775751 -4.230492 -0.812291
H: 0.361784 -4.767403 -1.561428
O: 0.154503 -4.043231 -0.963648
H: -0.440561 5.306550 2.150396
H: -1.312494 5.580001 1.056496
O: -1.084704 4.817460 1.614868
H: -6.632650 -1.517054 -0.773618
H: -5.456755 -1.158765 0.245610
O: -6.002508 -1.841098 -0.133419
H: -1.333711 3.399416 -3.095232
H: -0.372133 3.293897 -1.699022
O: -1.238530 3.353559 -2.098539
H: 3.934803 -4.547892 0.125351
H: 4.719979 -3.174443 -0.287015
O: 4.581799 -4.134255 -0.438675
H: 6.357226 -0.376417 -0.495753
H: 6.986702 0.912347 -0.276187
O: 6.697340 0.365115 -1.018436
H: 1.917498 0.859367 -5.200448
O: 1.050745 1.194588 -5.197016
H: 1.646045 1.172631 1.070698
H: 2.293546 0.980642 2.452866
O: 1.534400 1.365987 2.010795
H: -4.563271 1.558468 -0.535360
H: -2.322076 -1.581278 5.493689
H: -5.218117 1.338700 2.020405
H: 2.595024 -2.247782 1.643830
H: -2.939125 -1.830055 -4.700017
H: 0.538550 0.592098 -4.587332
O: 2.406143 -1.622370 4.873289
H: 1.850132 -1.930431 5.588780
H: 2.986812 -0.915883 5.072451
O: -0.687170 -0.964475 4.172503
H: -0.757099 -1.607254 3.468001
H: 0.162862 -0.532012 4.262875
O: 2.379662 4.577061 -3.182354
H: 2.418964 5.425574 -3.613747
H: 1.425369 4.398058 -3.163150
O: 1.031795 2.744448 5.046078
H: 0.638481 3.275078 4.345308
H: 0.302758 2.442958 5.591205
O: -0.118056 3.417350 -4.250496
H: -0.153873 3.699654 -5.167262
H: 0.252465 2.516168 -4.262251
O: -2.226030 0.724417 -5.039828
H: -2.972145 0.257673 -5.426191
H: -2.041276 1.329654 -5.769733
O: -2.002828 -5.076934 2.676629
H: -2.119856 -5.554464 3.499003
H: -1.937948 -5.659113 1.921276

Cartesian forces (eV/Å) of the 3 atoms listed first:
0.027 -0.267 0.301
-0.144 0.829 0.128
-0.352 -0.781 -0.514

Löwdin population analysis, charges in e, atoms 1 to 99:
1 H 0.05
2 H 0.02
3 O -0.06
4 H 0.04
5 H 0.03
6 O -0.05
7 H 0.07
8 H 0.01
9 O -0.03
10 H 0.02
11 H 0.00
12 O -0.09
13 H 0.04
14 H 0.05
15 O -0.04
16 H 0.02
17 O -0.08
18 H 0.04
19 O -0.03
20 H 0.04
21 H -0.05
22 O -0.05
23 H 0.01
24 H 0.02
25 O -0.08
26 H 0.02
27 H 0.02
28 O -0.05
29 H -0.02
30 H 0.01
31 O -0.03
32 H 0.03
33 O -0.05
34 H -0.02
35 H -0.02
36 O -0.10
37 H -0.02
38 H 0.02
39 O -0.06
40 H 0.01
41 H 0.01
42 O -0.03
43 H 0.03
44 H 0.07
45 O -0.05
46 H 0.05
47 H 0.02
48 O -0.03
49 H 0.00
50 H 0.01
51 O -0.08
52 H -0.01
53 O -0.05
54 H 0.02
55 H 0.07
56 O -0.06
57 H 0.04
58 O -0.05
59 H 0.04
60 H 0.01
61 O -0.04
62 H 0.07
63 H 0.07
64 O -0.02
65 H 0.04
66 H 0.04
67 O -0.04
68 H 0.06
69 H 0.02
70 O -0.03
71 H 0.05
72 H 0.04
73 O -0.05
74 H 0.07
75 H 0.07
76 O -0.06
77 H 0.06
78 H 0.01
79 O -0.03
80 H 0.06
81 H 0.03
82 O -0.08
83 H 0.00
84 H -0.01
85 O -0.07
86 H 0.01
87 H 0.03
88 O -0.07
89 H 0.02
90 O -0.06
91 H -0.01
92 H 0.05
93 O -0.04
94 H 0.03
95 H 0.02
96 H 0.00
97 H 0.04
98 H 0.02
99 H -0.01

***

> The highest energy above the lowest of the compared OMol25 structures with the same formula, charge and spin belongs to which entry?

H80O40